A cluster of 17 separate species, C74H187N15O6 in total at a distorted geometry. Source: the Open Molecules 2025 dataset; level of theory: ωB97M-V/def2-TZVPD.

Properties
gap between HOMO and LUMO: 6.999 eV
LUMO energy: 0.282 eV
molecular weight: 1383.4 g mol⁻¹

Geometry (Å):
N -2.2477 -2.9243 -0.1307
H -1.2388 -2.8923 -0.0951
H -2.3973 -2.4952 -1.0327
H -2.7512 -2.5160 0.6438
H -2.5099 -3.8995 -0.1156
N 1.5596 1.4112 -3.8828
H 1.3973 0.5628 -3.3593
H 0.7095 1.9559 -3.8585
H 1.6622 1.1359 -4.8491
H 2.3139 1.9540 -3.4872
N -0.4869 -2.3158 -4.0507
H 0.2343 -1.9227 -3.4629
H -0.2524 -3.2426 -4.3763
H -0.5237 -1.6998 -4.8503
H -1.3835 -2.2011 -3.6001
N 0.3449 -0.0982 0.0248
H -0.6344 0.0990 -0.1248
H 0.7896 -0.1307 -0.8815
H 0.4890 -1.0690 0.2631
H 0.8510 0.3820 0.7551
C -3.1133 -0.3936 -4.2507
C -2.8442 -0.8053 -2.8434
C -2.2596 0.2624 -1.8347
O -2.1884 0.0835 -0.6022
C -1.8529 1.5533 -2.4242
C -2.0638 1.8574 -3.7124
C -2.7403 0.8718 -4.6358
O -3.1254 1.1615 -5.8381
O -1.5149 2.9874 -4.0589
O -2.7362 -1.9861 -2.5238
H -3.6161 -1.1292 -4.8608
H -1.4066 2.2846 -1.7666
O 0.4731 -2.8373 -0.0822
C 1.3457 -3.2442 -1.1625
C 2.1284 -2.0287 -1.8793
O 1.4622 -0.9857 -2.5829
H 0.7473 -3.8673 -1.8271
H 2.0835 -3.9604 -0.8009
H 2.9617 -2.4328 -2.4542
H 2.6998 -1.5325 -1.0949
C 3.6951 3.4810 -5.4946
C 3.7854 4.0263 -4.0403
N 3.6734 2.9581 -3.0989
C 3.2375 3.5678 -1.8086
C 1.7793 4.0874 -1.8447
C 4.9105 2.1982 -2.9487
C 4.7645 0.8613 -2.0507
H 3.8071 4.2265 -6.2818
H 2.7023 3.0570 -5.6452
H 4.4205 2.7096 -5.7532
H 4.6870 4.6310 -3.9435
H 3.0430 4.8163 -3.9270
H 3.3778 2.8975 -0.9606
H 4.0038 4.3212 -1.6259
H 1.0132 3.3123 -1.8222
H 1.6395 4.6412 -0.9163
H 1.5050 4.7297 -2.6816
H 5.6944 2.8430 -2.5514
H 5.2395 1.8836 -3.9391
H 4.3265 1.0142 -1.0644
H 5.7174 0.4009 -1.7898
H 4.1467 0.1279 -2.5689
C -1.9559 -1.1425 2.6264
C -3.2294 -1.7799 3.1186
N -4.0451 -2.1899 1.9403
C -4.7606 -1.0174 1.4072
C -5.3651 -1.2232 0.0490
C -5.0226 -3.2580 2.2273
C -5.9612 -2.9913 3.3802
H -1.3091 -0.8178 3.4414
H -2.0808 -0.3166 1.9260
H -1.3848 -1.9192 2.1178
H -3.0145 -2.6711 3.7083
H -3.7240 -1.0877 3.7999
H -5.5754 -0.6989 2.0574
H -4.0418 -0.2042 1.3074
H -5.7879 -0.3059 -0.3608
H -4.6174 -1.5969 -0.6505
H -6.1652 -1.9616 0.1023
H -4.3877 -4.0989 2.5065
H -5.5847 -3.5591 1.3433
H -5.5567 -2.4795 4.2535
H -6.3156 -3.9618 3.7275
H -6.8003 -2.4389 2.9572
C -3.5680 2.5828 1.1684
C -3.5717 3.8999 2.0756
N -4.1644 3.6275 3.3853
C -4.4773 4.9072 4.0566
C -5.7311 5.5508 3.4662
C -3.2332 2.8203 4.1698
C -3.9399 2.2840 5.3696
H -4.4683 1.9851 1.3111
H -2.7009 1.9708 1.4167
H -3.4065 2.7377 0.1016
H -2.5845 4.3351 2.2310
H -4.1390 4.6308 1.4995
H -4.7372 4.8014 5.1099
H -3.6138 5.5719 4.0354
H -6.5946 4.8979 3.3387
H -5.9746 6.4063 4.0964
H -5.6046 5.9183 2.4479
H -2.3630 3.4467 4.3660
H -2.9063 1.9892 3.5450
H -3.4391 1.4386 5.8414
H -4.8988 1.7975 5.1914
H -4.0396 3.0685 6.1198
C -0.3304 -6.8273 5.3549
C -0.1852 -5.8595 4.1337
N 0.6684 -4.7078 4.4382
C -0.0412 -3.7887 5.3354
C 0.8353 -2.6935 5.8993
C 1.0890 -4.1222 3.1771
C 2.2376 -4.9469 2.4763
H 0.5850 -7.0664 5.8963
H -0.6864 -7.8078 5.0389
H -1.0732 -6.4345 6.0491
H 0.2758 -6.4061 3.3111
H -1.1753 -5.5173 3.8325
H -0.5197 -4.3301 6.1515
H -0.8073 -3.2847 4.7463
H 1.6496 -3.2147 6.4026
H 0.3747 -2.1462 6.7217
H 1.1466 -1.9534 5.1621
H 0.2281 -3.9222 2.5391
H 1.5489 -3.1542 3.3760
H 1.8833 -5.8505 1.9801
H 2.7489 -4.3309 1.7366
H 2.9773 -5.2560 3.2148
C -1.6659 5.3802 -0.9659
C -2.1437 6.8224 -0.6663
N -1.1736 7.5586 0.0838
C -1.2226 7.1876 1.5035
C 0.1451 7.5840 2.1560
C -1.4944 8.9981 -0.0708
C -0.7791 9.5589 -1.2223
H -0.7596 5.3846 -1.5714
H -2.3408 4.7586 -1.5542
H -1.3949 4.7540 -0.1158
H -2.2845 7.2494 -1.6593
H -3.1000 6.6946 -0.1591
H -2.1153 7.5855 1.9861
H -1.3256 6.1024 1.5072
H 0.1714 7.3569 3.2218
H 0.8886 6.9607 1.6591
H 0.2687 8.6600 2.0338
H -1.1213 9.5033 0.8201
H -2.5746 9.1419 -0.0974
H 0.2898 9.3456 -1.2113
H -0.9697 10.6297 -1.1500
H -1.2149 9.1639 -2.1400
C 6.2596 3.1780 0.5711
C 6.3266 1.9797 1.5840
N 6.2597 2.4035 2.9715
C 7.0412 3.6044 3.3823
C 8.5693 3.4309 3.2626
C 6.4569 1.2537 3.9070
C 5.9663 1.5413 5.3421
H 7.2017 3.7257 0.5452
H 5.4853 3.9305 0.7205
H 6.0873 2.7641 -0.4224
H 5.5512 1.2242 1.4567
H 7.2658 1.4569 1.4031
H 6.7418 4.4166 2.7199
H 6.7663 3.9174 4.3896
H 8.8769 3.0360 2.2944
H 8.9886 4.4310 3.3719
H 8.9693 2.7712 4.0326
H 7.4848 0.8919 3.8817
H 5.8640 0.4277 3.5142
H 6.1151 0.6327 5.9255
H 4.9003 1.7688 5.3471
H 6.4878 2.3479 5.8574
C 6.0564 -5.3173 1.9291
C 6.4886 -3.8477 1.7313
N 6.7476 -3.4254 0.3663
C 5.5593 -3.6916 -0.4981
C 5.6878 -3.2754 -1.8942
C 6.9631 -1.9513 0.3680
C 8.1837 -1.5278 1.1522
H 6.0376 -5.5618 2.9912
H 6.7093 -6.0234 1.4161
H 5.0783 -5.4169 1.4584
H 5.6721 -3.2997 2.2015
H 7.3696 -3.5888 2.3187
H 5.3956 -4.7617 -0.6248
H 4.6640 -3.2726 -0.0388
H 5.5468 -2.2025 -2.0254
H 6.6375 -3.5499 -2.3532
H 4.8597 -3.7203 -2.4458
H 6.0634 -1.4375 0.7066
H 7.2455 -1.7218 -0.6595
H 8.4772 -0.5098 0.8959
H 9.0451 -2.1812 1.0137
H 7.9550 -1.4891 2.2172
C -1.1476 -7.4794 -1.2742
C -1.3549 -5.9898 -0.8280
N -2.7936 -5.6713 -0.5767
C -3.4555 -6.5226 0.3971
C -2.7217 -6.4746 1.7364
C -3.5437 -5.5589 -1.8323
C -4.8416 -4.8189 -1.6761
H -1.7929 -7.7868 -2.0970
H -1.4297 -8.2528 -0.5598
H -0.1268 -7.6426 -1.6199
H -0.6784 -5.6850 -0.0295
H -1.0000 -5.4301 -1.6934
H -3.5398 -7.5122 -0.0520
H -4.4926 -6.2770 0.6254
H -2.6907 -5.4529 2.1150
H -1.7341 -6.9165 1.6049
H -3.2293 -7.0660 2.4984
H -2.9940 -5.0429 -2.6194
H -3.7785 -6.5693 -2.1671
H -5.3026 -4.6086 -2.6411
H -5.5614 -5.2839 -1.0024
H -4.6981 -3.8550 -1.1877
C -6.2619 1.9208 -3.4104
C -5.6722 2.5921 -2.1615
N -5.8792 4.0406 -2.3320
C -5.0179 4.6245 -3.3939
C -5.5718 5.9866 -3.7443
C -5.8775 4.7823 -1.0625
C -7.1926 4.4973 -0.3508
H -7.2760 2.2615 -3.6193
H -6.2447 0.8658 -3.1371
H -5.6833 1.9807 -4.3322
H -6.3085 2.1881 -1.3740
H -4.6619 2.3996 -1.8005
H -4.0108 4.8019 -3.0163
H -4.8675 4.0385 -4.3006
H -6.6483 5.9254 -3.9045
H -5.3593 6.7529 -2.9989
H -5.2771 6.2955 -4.7472
H -5.8249 5.8555 -1.2458
H -5.0173 4.5339 -0.4409
H -7.2654 4.9920 0.6177
H -7.3558 3.4338 -0.1764
H -8.0078 4.9053 -0.9484
C 1.8223 1.0055 4.7238
C 1.0693 0.6283 3.4108
N 1.6414 1.1428 2.1550
C 1.5805 2.6060 2.0822
C 0.1604 3.1142 1.7688
C 3.0255 0.7346 1.9419
C 3.3210 -0.7518 2.1481
H 2.8851 0.7634 4.7169
H 1.4391 0.5266 5.6248
H 1.6658 2.0616 4.9435
H 0.9432 -0.4544 3.4050
H 0.0570 1.0097 3.5449
H 2.0823 3.1533 2.8802
H 2.1565 2.7466 1.1676
H -0.2534 2.6619 0.8675
H -0.5756 2.9428 2.5543
H 0.1883 4.1897 1.5939
H 3.7053 1.2940 2.5846
H 3.2872 0.8561 0.8908
H 3.2116 -1.0368 3.1945
H 4.3411 -1.0388 1.8929
H 2.5860 -1.3569 1.6173
C -0.7253 -6.3102 -4.5571
C 0.3497 -5.7170 -5.4708
N -0.0209 -4.3928 -5.8765
C 1.0520 -3.7390 -6.5775
C 2.2271 -3.5060 -5.6877
C -1.1997 -4.4565 -6.8565
C -1.8153 -3.0886 -7.1910
H -0.2789 -7.1286 -3.9923
H -1.5695 -6.6150 -5.1757
H -1.1276 -5.5789 -3.8561
H 1.2897 -5.6934 -4.9195
H 0.5837 -6.3460 -6.3297
H 1.3966 -4.3605 -7.4040
H 0.7840 -2.7634 -6.9831
H 1.9057 -3.0250 -4.7639
H 2.7045 -4.4680 -5.5009
H 2.9364 -2.8848 -6.2345
H -2.0423 -5.0397 -6.4851
H -0.9607 -5.0248 -7.7554
H -1.9943 -2.4764 -6.3071
H -2.7755 -3.2683 -7.6745
H -1.1849 -2.5053 -7.8621

=====

A structure of composition C74H83CaN7O32 at a distorted geometry. Source: the Open Molecules 2025 dataset; level of theory: ωB97M-V/def2-TZVPD.

Properties
gap between HOMO and LUMO: 8.136 eV
LUMO energy: -0.878 eV
molecular weight: 1622.6 g mol⁻¹

Geometry (Å):
Ca 13.6563 21.7736 19.3656
C 14.7231 17.5987 19.3310
C 14.1833 18.9932 19.5232
O 13.2135 19.4635 18.8713
O 14.7410 19.8208 20.2575
H 14.2544 17.2481 18.4109
H 14.4676 16.9499 20.1686
H 15.7902 17.6171 19.1083
C 15.0293 22.7146 15.3238
C 14.5341 22.2661 16.6951
O 15.3556 21.8331 17.5332
O 13.3593 22.4770 17.0110
H 15.3148 23.7636 15.4137
H 14.2921 22.6420 14.5240
H 15.7983 22.0263 14.9720
O 7.0075 22.5330 20.3268
C 7.7249 22.1316 21.2406
O 7.2072 21.3949 22.2621
C 8.0743 21.3362 23.3494
C 9.3553 21.8159 22.7764
C 8.9839 22.8343 21.7764
H 8.2055 20.3730 23.8420
H 7.7510 21.9788 24.1682
H 9.9081 21.0815 22.1890
H 10.0816 22.2030 23.4906
H 9.8144 23.0793 21.1147
H 8.6547 23.7021 22.3517
O 15.5508 22.7943 20.7122
C 16.4045 23.5429 21.1494
O 16.1247 24.5284 22.0096
C 17.3022 25.1881 22.4701
C 18.3564 24.8324 21.4552
C 17.9493 23.4632 20.9348
H 17.5115 24.8146 23.4726
H 17.1649 26.2683 22.4438
H 19.3477 24.7197 21.8936
H 18.4662 25.5559 20.6484
H 18.2310 22.6413 21.5942
H 18.0969 23.2406 19.8786
O 13.7572 14.2293 11.0469
C 13.1321 15.0724 11.6660
O 12.8272 14.8731 12.9615
C 12.2631 15.9795 13.5242
C 11.7803 16.8337 12.2901
C 12.7034 16.4258 11.2764
H 13.0921 16.4554 14.0502
H 11.4345 15.6806 14.1646
H 11.9793 17.8651 12.5792
H 10.7039 16.7956 12.1228
H 13.5582 17.1015 11.2415
H 12.3073 16.3085 10.2689
O 12.9681 23.9954 19.5862
C 12.4984 24.9363 20.2811
O 11.2346 25.2352 20.1987
C 10.8729 26.3599 21.0921
C 12.0622 26.4437 21.9955
C 13.1950 25.9150 21.1485
H 10.0218 26.1270 21.7320
H 10.6354 27.2331 20.4852
H 12.0597 25.8426 22.9038
H 12.2527 27.4986 22.1899
H 13.9181 25.3096 21.6944
H 13.6195 26.7397 20.5763
O 12.9368 21.9876 21.6554
C 13.0034 22.1579 22.9029
O 12.3859 23.1584 23.5237
C 12.8542 23.1822 24.9155
C 14.1819 22.3461 24.9397
C 13.8191 21.2754 23.8702
H 12.1361 22.7083 25.5851
H 12.9147 24.2415 25.1636
H 14.4645 21.9276 25.9066
H 15.0841 22.9019 24.6855
H 13.2443 20.4455 24.2831
H 14.6184 20.7456 23.3525
O 11.3184 21.7584 19.2828
C 10.4288 21.8184 18.3893
O 9.5518 20.8136 18.2778
C 8.6584 20.9555 17.2436
C 8.7192 22.4428 16.9456
C 10.0720 22.9717 17.4887
H 7.6612 20.6422 17.5526
H 8.9159 20.3763 16.3569
H 7.8972 22.9728 17.4257
H 8.6574 22.5651 15.8649
H 9.9236 23.8474 18.1206
H 10.7856 23.0554 16.6692
O 16.7598 15.1184 26.2789
C 16.0107 15.3537 25.3325
O 14.6967 15.0915 25.4331
C 14.0302 15.4746 24.2285
C 14.9992 16.4073 23.4812
C 16.3346 15.8981 23.9285
H 13.0431 15.8555 24.4878
H 13.8723 14.5192 23.7250
H 15.0105 17.4870 23.6300
H 14.7719 16.3145 22.4194
H 17.0401 16.7053 24.1189
H 16.6755 15.1024 23.2676
C 15.0856 18.1594 15.2414
C 15.4952 16.8660 15.5843
C 16.0402 16.0652 14.5506
C 16.2563 16.5913 13.2920
C 15.8646 17.8961 12.9865
C 15.3009 18.6872 13.9377
N 16.9793 15.7711 12.2393
O 17.1952 16.2202 11.1166
O 17.1621 14.5501 12.4264
H 14.5639 18.7511 15.9810
H 15.2791 16.3484 16.5086
H 16.4325 15.0805 14.7591
H 16.0313 18.3728 12.0321
H 15.1651 19.7381 13.7299
C 12.2919 10.2698 16.7480
C 12.6352 11.2062 15.8178
C 12.9314 12.4842 16.2582
C 13.0171 12.7799 17.6408
C 12.7446 11.7839 18.6072
C 12.3285 10.5679 18.1610
N 13.2696 14.1399 18.1447
O 13.2942 15.0709 17.3300
O 13.3939 14.3652 19.3332
H 11.9052 9.3447 16.3458
H 12.6227 10.9583 14.7662
H 13.1448 13.1413 15.4283
H 12.6963 11.9994 19.6642
H 11.9257 9.8554 18.8659
C 17.4772 14.0571 17.7858
C 16.9435 12.9799 17.0989
C 16.4735 11.8630 17.8032
C 16.5783 11.7875 19.1597
C 17.0117 12.9179 19.8771
C 17.4716 14.0210 19.1731
N 16.1790 10.5978 19.9276
O 16.8152 10.2949 20.8938
O 15.3379 9.8228 19.4922
H 17.9214 14.9533 17.3759
H 16.9681 13.0404 16.0210
H 16.0964 11.0077 17.2620
H 16.9958 12.9694 20.9566
H 17.8520 14.8028 19.8144
C 10.0032 15.1766 20.4925
C 9.1015 14.9404 19.5044
C 7.9803 14.1615 19.6743
C 7.8257 13.4454 20.8576
C 8.7357 13.6182 21.8967
C 9.8225 14.5267 21.7177
N 6.7401 12.4957 20.9522
O 5.8041 12.6257 20.2088
O 6.7398 11.6552 21.8883
H 10.8981 15.7500 20.2971
H 9.2171 15.4876 18.5803
H 7.2616 14.2021 18.8694
H 8.6669 13.0176 22.7918
H 10.5494 14.7621 22.4826
C 11.2140 18.3091 21.5997
C 10.4148 18.7054 20.5701
C 9.0647 18.5110 20.6196
C 8.4216 17.9402 21.7158
C 9.2137 17.5880 22.7850
C 10.5944 17.7642 22.6955
N 6.8736 17.8813 21.7959
O 6.3302 17.7286 22.9122
O 6.2900 17.9628 20.7717
H 12.2921 18.3515 21.5381
H 10.8120 19.1665 19.6788
H 8.5072 18.8283 19.7497
H 8.8921 17.1714 23.7277
H 11.3229 17.5701 23.4705
C 11.3709 18.0640 16.5491
C 11.6695 19.2680 15.8778
C 10.9329 19.5086 14.6995
C 9.8898 18.7204 14.2111
C 9.5831 17.5676 14.9568
C 10.2990 17.3146 16.1508
N 9.0411 19.0829 13.0339
O 8.3469 18.1988 12.5343
O 9.1394 20.2483 12.5804
H 11.9957 17.8005 17.3912
H 12.5192 19.8515 16.2056
H 11.1882 20.3837 14.1206
H 8.7445 16.9346 14.7062
H 9.9927 16.4972 16.7873
C 18.7407 18.1126 20.2670
C 17.9709 18.9593 19.4704
C 18.0516 18.8203 18.0872
C 18.7615 17.8258 17.5366
C 19.5561 16.9357 18.2996
C 19.4319 17.0640 19.6566
N 18.7712 17.6705 16.0613
O 18.3701 18.5518 15.3233
O 19.3368 16.6338 15.6466
H 18.5992 18.0781 21.3373
H 17.2717 19.6709 19.8865
H 17.4198 19.4225 17.4495
H 20.1522 16.2231 17.7494
H 19.9972 16.4381 20.3318